Entry 1
Density functional theory data (ωB97M-V with the def2-TZVPD basis set) for 2 unconnected molecules or ions with the total composition C5H15NSi.

Values from the calculation:
HOMO-LUMO gap, eV: 9.000
HOMO, eV: -8.076

Structure (XYZ):
```
22
Properties=species:S:1:pos:R:3:mulliken_charge:R:1
C 1.523 0.013 2.502 -1.50
C -2.254 -0.469 -0.460 -1.02
C -1.064 -0.088 -2.515 -0.95
C 1.540 1.198 -0.528 -0.98
C 0.120 -0.296 1.867 -0.47
N -1.104 -0.052 -1.072 0.28
Si 0.345 -0.106 -0.087 -0.14
H 1.427 -0.294 3.573 0.37
H 2.079 -0.840 2.100 0.38
H 1.803 0.966 2.521 0.49
H -2.275 -0.190 0.610 0.26
H -3.122 -0.045 -0.923 0.39
H -2.289 -1.551 -0.431 0.34
H -0.563 -0.993 -2.824 0.33
H -2.191 0.115 -2.777 0.32
H -0.526 0.800 -2.939 0.25
H 2.562 1.008 -0.221 0.39
H 1.635 1.268 -1.736 0.26
H 1.089 2.122 -0.234 0.37
H -0.593 0.261 2.523 0.46
H 0.023 -1.390 2.084 0.32
H 1.173 -2.072 -0.783 -0.15
```

---

Entry 2
Density functional theory data (ωB97M-V with the def2-TZVPD basis set) for 2 unconnected molecules or ions with the total composition C5H15NSi.

Values from the calculation:
HOMO-LUMO gap, eV: 9.646
HOMO, eV: -8.679

Structure (XYZ):
```
22
Properties=species:S:1:pos:R:3:mulliken_charge:R:1
C -1.744 0.795 1.064 -1.21
C -2.123 -1.123 -0.473 -1.59
C 2.520 -1.534 0.291 -0.97
C 1.281 2.442 -0.131 -1.13
C -1.395 0.212 -0.315 0.56
N 1.170 -1.077 0.398 -0.25
Si 0.480 0.094 -0.719 0.17
H -2.642 0.309 1.597 0.28
H -0.892 0.598 1.671 0.35
H -1.841 1.818 0.873 0.34
H -2.002 -1.653 0.397 0.48
H -1.709 -1.699 -1.355 0.35
H -3.166 -1.067 -0.866 0.33
H 2.759 -2.368 -0.276 0.29
H 3.061 -0.661 -0.056 0.33
H 2.820 -1.690 1.239 0.39
H 1.508 2.320 0.942 0.27
H 2.046 2.780 -0.689 0.42
H 0.329 2.831 -0.505 0.30
H -1.596 0.968 -1.182 0.18
H 0.650 -1.945 0.301 0.22
H 0.486 -0.353 -2.206 -0.11
```

---

Entry 3
Density functional theory data (ωB97M-V with the def2-TZVPD basis set) for 2 unconnected molecules or ions with the total composition C5H15NSi.

Values from the calculation:
HOMO-LUMO gap (spin up / spin down), eV: 8.771 / 6.974
HOMO (spin up / spin down), eV: -8.611 / -6.920

Structure (XYZ):
```
22
Properties=species:S:1:pos:R:3:mulliken_charge:R:1
C -2.272 -0.729 0.994 -1.17
C -1.634 0.153 -1.285 -1.02
C 2.638 1.288 -0.492 -0.95
C 1.794 -1.687 0.122 -1.02
C -1.998 0.527 0.163 0.51
N -1.038 1.336 0.833 -0.65
Si 1.805 0.109 0.731 0.40
H -2.596 -0.440 1.990 0.33
H -3.047 -1.335 0.531 0.39
H -1.361 -1.311 1.089 0.13
H -0.698 -0.401 -1.285 0.04
H -1.505 1.048 -1.890 0.34
H -2.412 -0.459 -1.732 0.38
H 2.507 2.323 -0.189 0.28
H 3.709 1.096 -0.550 0.34
H 2.226 1.182 -1.492 0.29
H 2.803 -2.014 -0.132 0.38
H 1.411 -2.361 0.886 0.29
H 1.179 -1.814 -0.765 0.31
H -2.942 1.108 0.117 0.26
H -0.747 2.101 0.226 0.24
H 2.178 0.279 2.131 -0.11
```

---

Quick one: least stable of them? entry 1

---

Entry 1
Density functional theory data (ωB97M-V with the def2-TZVPD basis set) for a single C7H9N3O2 molecule.

Values from the calculation:
HOMO-LUMO gap, eV: 9.525
SMILES: [H]/N=N/[C@](O)(OC)c1ccncc1
HOMO, eV: -9.433

Structure (XYZ):
```
21
Properties=species:S:1:pos:R:3:mulliken_charge:R:1
H -2.106 -2.900 -0.401 0.25
N -1.678 -2.123 0.155 -0.62
N -1.220 -1.202 -0.472 0.07
C -0.828 -0.008 0.282 1.07
O -1.057 -0.059 1.613 -0.46
O -1.379 1.132 -0.233 -0.32
C -2.698 1.275 -0.495 -0.71
C 0.746 0.063 0.029 0.10
C 1.516 -0.853 0.690 -0.48
C 2.880 -0.862 0.603 -0.28
N 3.545 0.067 -0.001 -0.62
C 2.848 0.977 -0.690 -0.28
C 1.481 1.007 -0.721 -0.40
H -1.729 -0.710 1.662 0.42
H -2.668 1.834 -1.352 0.28
H -3.261 1.982 0.271 0.19
H -3.176 0.299 -0.588 0.36
H 0.935 -1.647 1.191 0.29
H 3.429 -1.764 0.823 0.36
H 3.508 1.672 -1.217 0.39
H 0.912 1.820 -1.149 0.39
```

---

Entry 2
Density functional theory data (ωB97M-V with the def2-TZVPD basis set) for a single C7H9N3O2 molecule.

Values from the calculation:
HOMO-LUMO gap, eV: 9.778
SMILES: NC(N)(c1ccccc1)[N+](=O)[O-]
HOMO, eV: -9.322

Structure (XYZ):
```
21
Properties=species:S:1:pos:R:3:mulliken_charge:R:1
N -2.239 0.727 0.246 -0.50
C -1.326 -0.332 0.489 0.64
N -1.916 -1.642 0.154 -0.67
C 0.058 -0.045 -0.162 0.38
C 0.676 1.178 -0.012 -0.30
C 1.976 1.492 -0.549 -0.54
C 2.622 0.567 -1.246 -0.38
C 1.963 -0.629 -1.471 -0.60
C 0.738 -0.966 -0.902 -0.42
N -1.076 -0.272 2.011 1.05
O -1.439 0.655 2.660 -0.64
O -0.400 -1.208 2.353 -0.60
H -2.220 1.476 0.941 0.28
H -2.367 1.093 -0.758 0.26
H -2.863 -1.920 0.662 0.30
H -1.200 -2.296 0.312 0.28
H 0.110 2.026 0.466 0.20
H 2.198 2.573 -0.472 0.30
H 3.537 0.846 -1.778 0.35
H 2.652 -1.362 -1.984 0.26
H 0.515 -1.961 -0.961 0.35
```

---

Quick one: least stable of them? entry 2

---

Entry 1
Density functional theory data (ωB97M-V with the def2-TZVPD basis set) for a single C6H12N2O3S2 molecule.

Values from the calculation:
HOMO-LUMO gap, eV: 9.340
SMILES: N[C@@H](CS)C(=O)N[C@@H](CS)C(=O)O
HOMO, eV: -9.065

Structure (XYZ):
```
25
Properties=species:S:1:pos:R:3:mulliken_charge:R:1
N 1.839 2.144 0.801 -0.68
C 2.203 0.749 0.047 -0.27
C 3.486 0.194 0.634 -0.59
S 4.326 -0.991 -0.414 -0.27
C 0.919 -0.017 -0.241 0.50
O 0.827 -1.216 -0.591 -0.70
N -0.144 0.726 -0.438 -0.18
C -1.531 0.191 -0.273 -0.15
C -1.944 -0.603 1.058 -0.47
S -3.044 -2.066 0.436 -0.26
C -2.533 1.252 -0.300 0.25
O -2.431 2.380 -0.001 -0.52
O -3.691 0.848 -0.933 -0.48
H 2.038 1.922 1.894 0.28
H 2.411 2.914 0.340 0.27
H 2.531 1.083 -0.954 0.30
H 3.107 -0.477 1.557 0.32
H 4.338 0.906 0.745 0.28
H 2.969 -1.381 -0.858 0.19
H 0.105 1.661 -0.076 0.49
H -1.873 -0.514 -1.135 0.49
H -2.510 -0.052 1.827 0.41
H -0.959 -0.997 1.702 0.29
H -2.028 -2.854 -0.212 0.18
H -3.744 -0.089 -1.078 0.32
```

---

Entry 2
Density functional theory data (ωB97M-V with the def2-TZVPD basis set) for a single C6H12N2O3S2 molecule.

Values from the calculation:
HOMO-LUMO gap, eV: 10.141
SMILES: C=C[C@H](N)OS(=O)(=S)O[C@@H](N)C=C
HOMO, eV: -9.541

Structure (XYZ):
```
25
Properties=species:S:1:pos:R:3:mulliken_charge:R:1
C -2.440 -0.133 1.609 -0.53
C -2.763 0.788 0.719 -0.49
C -1.896 0.958 -0.462 0.16
N -2.550 0.493 -1.594 -0.69
O -0.621 0.305 -0.284 -0.24
S -0.402 -1.162 -0.855 0.81
O -0.642 -1.203 -2.283 -0.60
S -1.037 -2.580 0.154 -0.23
O 1.263 -1.067 -0.714 -0.35
C 2.104 -0.613 0.399 0.39
N 2.986 -1.598 0.812 -0.66
C 2.799 0.619 -0.139 -0.28
C 2.426 1.876 0.197 -0.82
H -3.043 -0.431 2.498 0.27
H -1.448 -0.591 1.632 0.13
H -3.666 1.331 0.602 0.43
H -1.591 2.020 -0.521 0.36
H -2.686 -0.472 -1.406 0.35
H -2.037 0.669 -2.457 0.31
H 1.318 -0.260 1.150 0.22
H 3.169 -1.952 -0.135 0.36
H 2.571 -2.314 1.448 0.30
H 3.687 0.603 -0.852 0.22
H 2.797 2.644 -0.442 0.25
H 1.704 2.069 0.922 0.33
```

---

Quick one: least stable of them? entry 2

---

Entry 1
Density functional theory data (ωB97M-V with the def2-TZVPD basis set) for 13 unconnected molecules or ions with the total composition C6H39N2O12.

Values from the calculation:
Charge: +1
HOMO-LUMO gap, eV: 9.886
HOMO, eV: -12.014

Structure (XYZ):
```
59
Properties=species:S:1:pos:R:3:mulliken_charge:R:1
C -1.778 0.332 -1.524 -1.48
C -0.421 0.280 -0.844 1.30
C -0.549 0.169 0.678 -0.19
C 0.736 -0.290 1.312 -0.29
C 0.973 -1.581 1.614 -1.14
C 1.663 1.248 2.920 -1.11
N 1.714 0.766 1.511 0.05
N 0.310 1.585 -1.166 0.31
H -2.279 -0.619 -1.458 0.32
H -2.483 1.096 -1.151 0.24
H -1.657 0.463 -2.598 0.41
H 0.158 -0.530 -1.207 -1.05
H -0.845 1.133 1.106 0.21
H -1.420 -0.582 0.958 0.47
H 1.922 -1.956 2.097 0.20
H 0.264 -2.364 1.415 0.61
H 0.696 1.609 3.143 0.51
H 2.389 2.128 3.035 0.37
H 2.007 0.446 3.668 0.26
H 2.661 0.449 1.312 0.28
H 0.795 1.529 -2.121 0.70
H 1.020 1.730 -0.451 0.07
H -0.371 2.395 -1.110 0.50
H -0.114 3.679 0.508 0.41
H 1.051 3.072 1.437 0.32
O 0.920 3.629 0.680 -0.89
H 3.138 -3.668 -0.268 0.29
H 2.275 -2.576 -0.783 0.37
O 2.349 -3.132 -0.057 -0.59
H -1.336 -3.477 -0.408 0.40
H -2.717 -3.604 -1.116 0.26
O -2.087 -2.967 -0.835 -0.71
H -4.188 -1.619 1.011 0.29
H -3.020 -1.798 0.095 0.25
O -3.554 -1.163 0.540 -0.53
H -1.128 -2.337 -2.136 0.40
H -0.717 -2.591 -3.585 0.30
O -0.584 -2.008 -2.858 -0.68
H -2.265 4.015 -0.075 0.28
H -2.224 2.536 0.470 0.30
O -1.680 3.240 0.025 -0.67
H 1.093 -1.881 -2.517 0.43
H 2.162 -0.823 -2.406 0.32
O 2.013 -1.725 -2.307 -0.83
H -2.720 1.224 2.122 0.45
H -3.336 0.453 0.947 0.36
O -3.138 1.386 1.277 -0.84
H 2.856 1.896 -2.047 0.36
H 2.886 1.418 -3.576 0.28
O 2.460 1.206 -2.735 -0.70
H -2.112 0.580 4.261 0.30
H -1.150 -0.161 3.366 0.27
O -1.688 0.688 3.429 -0.64
H 0.814 -3.867 0.041 0.30
H 0.055 -5.088 0.701 0.29
O -0.029 -4.340 0.128 -0.69
H 2.282 3.403 -0.401 0.32
H 3.838 3.374 -0.537 0.30
O 2.995 3.125 -0.924 -0.64
```

---

Entry 2
Density functional theory data (ωB97M-V with the def2-TZVPD basis set) for 13 unconnected molecules or ions with the total composition C6H39N2O12.

Values from the calculation:
Charge: +1
HOMO-LUMO gap, eV: 8.022
HOMO, eV: -10.692

Structure (XYZ):
```
59
Properties=species:S:1:pos:R:3:mulliken_charge:R:1
C 2.049 -2.396 -0.826 -0.67
C 0.682 -3.078 -1.044 -0.29
C -0.140 -2.074 -1.882 -0.80
C -1.089 -1.277 -1.401 -0.10
N -1.515 -0.116 -1.982 -0.08
C -2.658 0.650 -1.550 -0.35
C -3.997 0.113 -2.071 -1.26
N 1.888 -1.325 0.182 0.40
H 2.266 -2.031 -1.844 0.37
H 2.831 -3.113 -0.533 0.42
H 0.717 -4.090 -1.429 0.42
H 0.191 -3.034 -0.070 -0.02
H 0.300 -1.901 -2.881 0.32
H -1.396 -1.412 -0.369 0.51
H -1.134 0.021 -2.902 0.17
H -2.545 1.689 -1.868 0.36
H -2.726 0.732 -0.462 0.15
H -4.479 -0.574 -1.364 0.31
H -4.722 0.938 -2.118 0.39
H -3.895 -0.349 -3.052 0.33
H 1.584 -1.760 1.101 0.44
H 1.014 -0.742 -0.002 -0.26
H 2.733 -0.787 0.321 0.37
H -1.958 -1.261 2.787 0.40
H -2.257 -2.750 2.473 0.39
O -1.722 -2.181 3.077 -0.68
H 0.998 -0.474 3.885 0.26
H 1.313 0.545 2.693 0.44
O 0.651 0.179 3.296 -0.53
H 3.051 3.328 -1.564 0.41
H 3.830 3.604 -0.299 0.29
O 2.975 3.797 -0.685 -0.70
H 1.945 1.939 -2.932 0.43
H 3.216 2.744 -3.659 0.28
O 2.816 2.369 -2.858 -0.72
H 3.623 1.382 1.597 0.32
H 2.135 1.819 1.473 0.21
O 2.718 1.137 1.808 -0.75
H 0.065 3.979 0.870 0.30
H 1.662 3.959 0.516 0.23
O 0.910 3.573 1.024 -0.62
H -2.385 -4.121 0.219 0.30
H -1.963 -5.034 1.292 0.30
O -2.376 -4.174 1.177 -0.63
H 0.494 1.198 -4.554 0.29
H 0.164 2.594 -3.819 0.31
O 0.328 1.658 -3.724 -0.62
H -0.420 3.112 2.706 0.33
H -0.960 2.451 3.839 0.34
O -1.227 3.161 3.247 -0.65
H -2.537 1.150 3.044 0.29
H -1.072 0.667 2.523 0.27
O -2.013 0.482 2.585 -0.69
H 0.118 0.921 -1.394 0.08
H 0.165 1.620 -0.048 0.09
O 0.294 0.755 -0.460 -0.09
H -0.288 -2.411 2.597 0.40
H 1.081 -3.167 3.000 0.24
O 0.668 -2.633 2.313 -0.65
```

---

Quick one: least stable of them? entry 2